9
Properties=species:S:1:pos:R:3:forces:R:3:nbo_charge:R:1 method="wB97M-V/def2-TZVPD" energy_ha=-560.33632 smiles="CC#N.O=NI" e_homo_ev=-9.28
C 0.349 -0.224 -0.838 0.9 -1.8 2.1 -0.74
C -0.549 0.835 -0.990 -0.7 0.8 1.5 0.30
N -1.332 1.648 -1.115 -0.9 1.4 -0.5 -0.35
H 1.387 0.164 -0.758 -0.7 -0.8 0.0 0.26
H 0.027 -1.104 -0.141 0.7 2.2 -0.6 0.27
H 0.111 -0.650 -1.744 0.8 -1.7 -2.7 0.26
O -2.886 1.848 1.541 -1.3 -0.6 -2.0 -0.19
N -3.512 1.701 0.566 1.3 1.6 2.1 0.18
I -3.979 -0.322 -0.056 -0.2 -1.0 -0.1 0.01

=====

26
Properties=species:S:1:pos:R:3:forces:R:3:nbo_charge:R:1 method="wB97M-V/def2-TZVPD" energy_ha=-1371.29822 e_homo_ev=-14.92 total_charge=+2
Na -1.760 -2.892 -1.049 -0.4 0.7 0.2 0.98
Na 0.979 -2.872 -3.928 -0.4 -0.1 0.3 0.99
Na 3.086 -1.209 -0.927 -0.5 0.3 1.0 0.98
Na 0.802 0.591 -3.608 -0.3 0.6 0.9 0.98
C 0.107 -0.713 -1.077 0.6 1.1 2.5 0.95
O 0.135 -1.460 -2.128 0.2 -1.4 -2.3 -1.05
O -0.650 -0.963 -0.089 0.0 -0.9 -1.1 -0.85
O 0.954 0.263 -0.983 0.5 -0.5 -1.5 -0.95
O 2.001 1.183 1.497 0.1 -0.4 0.0 -0.95
H 2.962 1.239 1.532 0.0 0.2 0.0 0.47
H 1.750 0.856 0.617 -0.1 0.4 0.0 0.48
O -1.708 1.762 0.925 0.0 -0.2 -0.3 -0.95
H -1.652 1.353 1.803 0.0 0.2 0.0 0.50
H -0.951 1.378 0.465 0.0 0.2 0.2 0.45
O 0.886 3.132 -1.087 0.2 -0.1 -0.5 -0.96
H 0.835 2.172 -1.063 -0.1 0.0 0.4 0.46
H 1.314 3.384 -0.262 -0.1 0.1 0.1 0.49
O -3.287 -0.748 -0.981 0.6 -0.7 -0.2 -0.99
H -3.431 0.140 -1.324 -0.3 0.1 0.1 0.50
H -2.431 -0.686 -0.526 -0.2 0.6 0.2 0.48
O 1.711 -1.679 1.440 0.5 0.0 -0.8 -1.01
H 0.846 -1.667 1.003 -0.2 0.1 0.3 0.48
H 1.801 -0.764 1.771 -0.1 -0.1 0.2 0.51
O -1.520 -0.262 2.823 0.0 -0.1 0.1 -0.94
H -1.893 -0.626 2.015 0.0 -0.1 0.0 0.47
H -0.885 -0.911 3.141 0.0 0.0 0.1 0.48

=====

12
Properties=species:S:1:pos:R:3:forces:R:3:nbo_charge:R:1 method="wB97M-V/def2-TZVPD" energy_ha=-194.27604 smiles="C=C.CO" e_homo_ev=-10.37
C 3.492 -0.596 1.576 1.1 0.5 0.2 -0.38
C 2.237 -0.242 1.749 -1.0 -0.4 0.5 -0.38
H 4.155 -0.931 2.376 -0.6 -0.2 0.1 0.19
H 4.065 -0.417 0.681 -0.3 0.0 -0.5 0.19
H 1.702 -0.419 2.674 0.4 0.0 0.3 0.19
H 1.541 0.146 1.020 0.5 0.1 -0.6 0.19
C -2.637 -0.178 -1.841 0.4 0.1 1.5 -0.24
O -2.491 1.043 -1.110 0.1 0.0 0.1 -0.72
H -3.091 -0.961 -1.229 -0.3 0.1 0.1 0.16
H -3.297 0.093 -2.632 -0.1 -0.3 -0.9 0.19
H -1.665 -0.592 -2.109 0.0 0.2 -0.7 0.16
H -1.809 0.946 -0.440 0.0 -0.1 0.0 0.46

=====

23
Properties=species:S:1:pos:R:3:forces:R:3:mulliken_spin:R:1 method="wB97M-V/def2-TZVPD" energy_ha=-2765.99349 e_homo_ev="-3.03 / -1.97" total_charge=-2 spin_multiplicity=5
Fe 0.054 0.017 -0.151 -0.5 -0.1 1.3 3.78
B 2.492 -1.149 1.657 0.9 -0.4 -2.8 0.01
F 3.103 -1.413 0.382 -0.3 0.5 0.4 0.00
F 2.319 -2.334 2.248 -0.6 -2.0 1.5 0.00
F 3.282 -0.326 2.356 1.1 1.5 1.4 0.00
F 1.225 -0.521 1.466 -0.6 0.2 0.1 0.02
B 0.196 -2.408 -1.116 -1.2 -3.0 -0.7 0.00
F -0.569 -2.088 -0.015 -1.8 -0.2 1.9 0.02
F -0.598 -2.442 -2.253 -0.6 -0.7 -0.6 0.00
F 1.005 -1.391 -1.224 3.9 3.5 -1.3 0.02
F 0.933 -3.545 -0.899 -0.1 -1.1 -0.1 0.00
B 1.410 1.716 -1.635 3.1 1.3 -0.9 0.01
F 1.190 3.056 -1.856 0.0 0.9 -0.6 0.00
F 2.564 1.249 -2.328 -0.9 0.4 0.1 0.00
F 1.563 1.521 -0.294 1.2 0.1 2.6 0.02
F 0.306 1.000 -1.885 -2.7 -1.1 -2.7 0.02
C -3.540 1.511 1.005 0.7 0.2 0.7 0.00
C -2.196 0.971 0.469 2.0 -0.3 -1.6 -0.01
O -1.095 1.217 1.065 -1.6 0.9 1.6 0.05
O -2.031 0.323 -0.617 -2.3 0.3 0.5 0.04
H -4.143 2.105 0.319 0.2 -0.4 -0.4 0.00
H -3.305 2.181 1.832 0.2 0.1 0.0 0.00
H -4.162 0.749 1.475 0.1 -0.4 -0.4 0.00

=====

25
Properties=species:S:1:pos:R:3:forces:R:3:mulliken_spin:R:1 method="wB97M-V/def2-TZVPD" energy_ha=-2927.49847 e_homo_ev="-1.32 / -6.01" total_charge=-1 spin_multiplicity=4
Ti -0.988 -0.979 -0.124 -2.0 -0.1 -0.9 2.08
N 1.604 -1.563 -2.457 -0.5 -0.7 -0.1 0.04
H 2.456 -2.074 -2.237 0.1 0.3 0.0 -0.03
H 1.214 -1.110 -1.580 0.6 0.5 -0.2 0.01
H 0.838 -2.258 -2.693 0.0 0.1 0.1 -0.03
H 1.724 -0.894 -3.211 0.2 0.1 0.2 -0.04
N -2.533 1.491 1.692 0.4 0.4 0.2 0.02
H -3.455 1.545 1.274 0.0 0.0 0.1 0.00
H -2.273 0.444 1.765 -0.4 -0.8 -0.5 -0.01
H -2.450 1.872 2.630 -0.4 0.2 -0.1 -0.01
H -1.836 1.972 1.103 0.1 -0.3 0.0 0.00
Cl -0.890 -3.061 -2.057 0.1 0.4 0.5 0.00
N 1.057 -0.008 -0.116 -0.6 -1.3 -0.5 0.20
S 1.063 1.601 0.122 1.9 1.2 0.4 0.20
O 2.285 2.360 -0.039 -0.4 0.4 -0.6 0.11
O 0.043 2.093 1.036 -0.3 -0.3 -0.2 0.01
F 0.362 1.974 -1.307 -0.3 -0.4 0.0 0.01
S 2.355 -0.258 0.962 -0.7 2.2 1.8 0.32
O 2.262 0.222 2.337 0.1 -0.9 0.1 0.07
O 3.637 -0.427 0.334 0.0 -0.7 -0.6 0.02
F 1.885 -1.801 1.254 0.0 -0.4 -0.6 0.02
O -2.282 -1.131 1.577 1.2 0.6 0.0 0.00
H -1.779 -1.404 2.356 -0.2 -0.2 0.0 0.00
O -2.399 0.325 -1.128 1.2 -0.4 1.0 0.01
H -1.900 1.067 -1.492 -0.1 -0.1 -0.1 0.00

=====

9
Properties=species:S:1:pos:R:3:forces:R:3:nbo_charge:R:1 method="wB97M-V/def2-TZVPD" energy_ha=-3899.04260 e_homo_ev="-9.04 / -8.22"
C 1.316 0.921 -0.135 -1.9 0.5 -1.4 -0.27
O 1.345 -0.284 0.481 -1.9 -1.5 1.2 -0.63
Si -1.225 -1.183 0.375 3.4 3.6 -0.4 1.24
Cl -0.777 -1.692 -1.441 0.2 -1.0 -1.7 -0.30
Cl -2.170 -2.390 1.496 -1.2 -2.0 1.7 -0.28
Br -2.165 0.773 0.329 -0.4 0.2 0.2 -0.24
H 0.337 1.480 -0.060 0.7 -0.1 0.8 0.16
H 1.236 0.767 -1.220 1.0 0.2 -0.4 0.14
H 2.103 1.607 0.174 0.2 0.0 0.0 0.18